Entry 1:
Entry from the Open Molecules 2025 dataset: a 2-piece molecular cluster, Cl2H3PSi overall (the ωB97M-V functional and the def2-TZVPD basis).

Last column: Löwdin charge in e.
Element x y z (Å)
Cl -0.985 -3.978 -0.325  0.093
Cl 0.964 -3.712 2.083  0.100
P 0.359 0.406 -0.328  0.640
Si 0.993 -4.043 0.092  -0.206
H -0.793 0.444 0.409  -0.201
H 0.235 -0.997 -0.422  -0.236
H 1.254 0.329 0.735  -0.190

HOMO, eV: -9.645
Calculated total energy, eV: -42260.7796
Gap between HOMO and LUMO, eV: 8.905
Multiplicity: 1
LUMO, eV: -0.740
Energy above the lowest of the compared OMol25 structures with the same formula, charge and spin, kcal per mole: 38.0
Max |F|, eV/A: 1.4

Entry 2:
Entry from the Open Molecules 2025 dataset: C28H26AuBrNO4PSb as an isolated structure (the ωB97M-V functional and the def2-TZVPD basis).

Last column: Löwdin charge in e.
Element x y z (Å)
Au 0.992 -2.085 -1.090  0.818
Sb 2.043 1.406 -2.528  1.554
Br 5.862 3.650 1.222  0.769
P -0.737 -0.992 0.230  0.953
O -0.139 0.384 -0.923  -0.275
O 2.438 -0.328 -0.227  -0.108
O 0.139 2.566 -1.000  0.014
O 0.791 -0.266 1.280  -0.096
N 3.035 2.092 3.771  0.089
C -0.426 -4.562 2.302  -0.060
C -2.140 2.730 0.976  0.020
C 2.584 3.448 -3.061  -0.241
C 3.746 1.759 1.116  -0.052
C -1.757 0.332 1.002  -0.210
C -0.711 -4.204 3.610  -0.055
C 2.359 1.263 3.004  -0.063
C 2.684 1.048 1.665  -0.096
C 4.430 2.643 1.932  -0.650
C -0.412 1.591 -0.508  -0.565
C -3.172 2.555 1.882  -0.043
C 1.924 0.074 0.832  -0.553
C -2.844 0.161 1.843  -0.056
C -3.421 -3.125 -2.112  -0.061
C -3.532 1.278 2.293  -0.036
C -0.976 -1.922 2.903  -0.086
C -0.442 -3.607 1.302  -0.132
C 4.048 2.768 3.267  -0.157
C -3.669 -0.815 -2.677  -0.052
C -2.688 -0.484 -1.761  -0.065
C 3.661 0.234 -3.428  -0.276
C -2.447 -2.794 -1.185  -0.087
C -4.029 -2.138 -2.868  -0.058
C -0.963 -2.875 3.908  -0.047
C -2.065 -1.471 -1.001  -0.268
C -1.447 1.611 0.535  -0.134
C 0.590 0.862 -4.028  -0.262
C -0.768 -2.285 1.576  -0.275
H 2.267 3.618 -4.084  0.013
H -0.179 -5.586 2.060  0.113
H -0.157 -3.889 0.289  0.064
H -2.443 0.560 -1.639  0.108
H 2.073 4.126 -2.388  0.005
H 1.538 0.737 3.470  0.123
H -4.356 1.151 2.979  0.115
H -0.385 1.246 -3.765  0.005
H -3.151 -0.829 2.148  0.118
H 4.575 3.424 3.946  0.114
H 3.872 0.692 -4.385  0.008
H -1.126 -0.886 3.162  0.103
H -0.703 -4.949 4.392  0.114
H 3.302 -0.777 -3.561  -0.005
H 4.013 1.628 0.078  0.095
H -1.877 3.708 0.601  0.128
H 0.916 1.281 -4.974  0.014
H -1.145 -2.570 4.927  0.115
H -3.692 -4.161 -2.246  0.112
H 4.546 0.223 -2.809  0.003
H 0.551 -0.221 -4.096  0.006
H -1.998 -3.575 -0.595  0.080
H -4.779 -2.393 -3.599  0.113
H 3.659 3.561 -2.974  0.009
H -4.148 -0.032 -3.246  0.114
H -3.715 3.411 2.252  0.114

HOMO (alpha / beta), eV: -9.940 / -9.942
Calculated total energy, eV: -128689.4472
Gap between HOMO and LUMO (alpha / beta), eV: 3.687 / 3.690
Multiplicity: 1
LUMO (alpha / beta), eV: -6.252 / -6.252
Net charge: +1
Max |F|, eV/A: 2.2

Entry 3:
Entry from the Open Molecules 2025 dataset: the molecule C17H25NO3 (the ωB97M-V functional and the def2-TZVPD basis).

Last column: Löwdin charge in e.
Element x y z (Å)
O -0.866 6.221 1.963  -0.086
O 0.387 -0.045 0.225  0.001
O 2.440 0.569 0.898  0.118
N 0.322 -3.125 -0.237  -0.173
C -0.421 5.139 1.264  -0.278
C 0.337 -1.092 1.207  -0.320
C 1.077 -2.354 0.730  -0.139
C 0.349 -2.534 -1.565  -0.192
C 0.751 -4.511 -0.291  -0.205
C -2.244 6.500 1.965  -0.093
C 1.325 1.818 -0.843  -0.040
C -0.658 3.196 -0.129  -0.030
C 0.959 4.926 1.287  0.004
C -0.233 -4.745 -2.576  -0.213
C -1.228 4.260 0.551  -0.017
C -0.610 -3.271 -2.494  -0.184
C 1.514 3.867 0.604  -0.024
C -1.126 -1.367 1.510  -0.020
C 1.481 0.713 0.185  -0.490
C -0.202 -5.320 -1.165  -0.188
C 0.713 2.993 -0.123  -0.232
H 1.573 5.611 1.850  0.118
H -0.581 -2.811 -3.483  0.109
H -2.298 4.389 0.516  0.101
H 2.582 3.708 0.636  0.121
H -1.200 -2.082 2.323  0.087
H -1.202 -5.271 -0.731  0.114
H 0.745 -4.912 0.725  0.118
H -2.362 7.399 2.568  0.092
H 0.674 1.476 -1.646  0.123
H -1.623 -3.178 -2.101  0.113
H 1.371 -2.563 -1.990  0.132
H -1.628 -0.446 1.793  0.082
H 0.754 -4.847 -3.034  0.111
H -0.950 -5.289 -3.194  0.106
H 1.780 -4.601 -0.689  0.128
H -1.605 -1.785 0.630  0.074
H 1.234 -2.979 1.612  0.129
H -1.297 2.517 -0.674  0.117
H 2.069 -2.055 0.348  0.133
H 0.859 -0.720 2.099  0.149
H 0.046 -1.490 -1.482  0.112
H -2.821 5.685 2.415  0.095
H 2.309 2.078 -1.230  0.129
H -2.617 6.692 0.953  0.095
H 0.118 -6.364 -1.181  0.108

HOMO, eV: -8.395
Calculated total energy, eV: -25667.5643
Gap between HOMO and LUMO, eV: 9.215
Multiplicity: 1
LUMO, eV: 0.819
Structure (SMILES): COc1ccc(CC(=O)O[C@@H](C)CN2CCCCC2)cc1
Energy above the lowest of the compared OMol25 structures with the same formula, charge and spin, kcal per mole: 37.0
Max |F|, eV/A: 0.8

Entry 4:
Entry from the Open Molecules 2025 dataset: C4H8O as an isolated structure (the ωB97M-V functional and the def2-TZVPD basis).

Last column: Löwdin charge in e.
Element x y z (Å)
O -0.791 -0.005 -0.947  -0.090
C 0.146 0.074 0.307  -0.290
C -1.712 -0.718 0.353  0.017
C 1.228 1.095 0.121  -0.159
C 1.519 -0.369 -0.080  -0.157
H -1.932 -0.187 1.271  0.057
H 1.707 -0.689 -1.104  0.095
H -1.306 -1.704 0.545  0.074
H 1.236 1.712 -0.779  0.093
H -2.605 -0.785 -0.290  0.067
H 2.090 -0.911 0.671  0.088
H -1.173 0.880 -1.074  0.117
H 1.595 1.607 1.008  0.087

HOMO, eV: -7.085
Calculated total energy, eV: -6318.7147
Gap between HOMO and LUMO, eV: 8.012
Multiplicity: 1
LUMO, eV: 0.926
Energy above the lowest of the compared OMol25 structures with the same formula, charge and spin, kcal per mole: 148.8
Max |F|, eV/A: 0.6

Entry 5:
Entry from the Open Molecules 2025 dataset: a 2-piece molecular cluster, C3H3NO3 overall (the ωB97M-V functional and the def2-TZVPD basis).

Last column: Löwdin charge in e.
Element x y z (Å)
O 0.168 0.499 2.202  0.161
O 0.457 1.521 0.225  0.067
O -0.522 -2.333 1.004  -0.218
N 0.246 0.385 0.961  -0.193
C -0.038 -0.140 -1.212  -0.022
C 0.012 -0.595 0.068  -0.042
C 0.192 1.196 -1.058  -0.041
H 0.461 1.913 -1.887  0.164
H -0.601 -1.741 1.819  -0.019
H -0.374 -0.704 -2.122  0.143

<S²>: 2.022
HOMO (alpha / beta), eV: -7.393 / -9.047
Calculated total energy, eV: -10782.8778
Gap between HOMO and LUMO (alpha / beta), eV: 7.119 / 6.122
Multiplicity: 3
LUMO (alpha / beta), eV: -0.274 / -2.925
Energy above the lowest of the compared OMol25 structures with the same formula, charge and spin, kcal per mole: 79.4
Max |F|, eV/A: 4.9

Entry 6:
Entry from the Open Molecules 2025 dataset: a 2-piece molecular cluster, C4H9N4 overall (the ωB97M-V functional and the def2-TZVPD basis).

Last column: Löwdin charge in e.
Element x y z (Å)
N -2.442 0.183 -0.747  0.050
N 2.276 0.087 -0.328  0.024
N 1.501 -2.135 0.100  0.185
N 1.941 1.395 -0.405  0.065
C 0.766 1.633 0.046  -0.151
C -1.131 0.329 1.082  0.053
C 0.001 0.579 0.471  -0.090
C 1.446 -0.830 0.098  -0.097
H -1.508 -0.553 1.618  0.117
H 1.040 -2.848 0.618  0.123
H 3.270 0.064 -0.490  0.173
H 0.399 2.606 0.208  0.129
H 2.218 -2.582 -0.481  0.142
H -2.681 -0.591 -1.310  0.039
H -3.347 0.545 -0.408  0.077
H -2.068 0.925 -1.362  0.079
H -1.679 1.193 1.288  0.081

HOMO, eV: -12.577
Calculated total energy, eV: -10243.8088
Gap between HOMO and LUMO, eV: 8.513
Multiplicity: 1
LUMO, eV: -4.064
Net charge: +1
Energy above the lowest of the compared OMol25 structures with the same formula, charge and spin, kcal per mole: 96.6
Max |F|, eV/A: 6.0

Entry 7:
Entry from the Open Molecules 2025 dataset: a 4-piece molecular cluster, C2H12N2O4 overall (the ωB97M-V functional and the def2-TZVPD basis).

Last column: Löwdin charge in e.
Element x y z (Å)
O -0.665 2.289 2.497  -0.070
O -2.284 0.565 -0.355  -0.004
O 3.017 -0.245 0.505  -0.064
O 0.635 -1.579 1.659  -0.065
N 0.331 1.358 -1.058  0.043
N -1.026 -0.838 -1.543  0.022
C 0.113 0.096 -1.738  -0.251
C -2.184 -0.485 -0.960  -0.373
H 0.209 -2.094 0.962  0.037
H -3.023 -1.173 -1.142  0.126
H 0.011 0.377 -2.792  0.114
H 1.015 -0.507 -1.611  0.110
H -0.015 -1.574 2.404  0.071
H 0.120 2.268 1.910  0.035
H -0.867 -1.740 -1.943  0.120
H 0.694 1.134 -0.133  0.041
H 3.397 -1.049 0.821  0.018
H 2.128 -0.101 0.891  0.004
H -0.522 1.873 -0.961  0.059
H -1.085 1.423 2.586  0.029

HOMO, eV: -9.535
Calculated total energy, eV: -13438.3823
Gap between HOMO and LUMO, eV: 9.647
Multiplicity: 1
LUMO, eV: 0.112
Structure (SMILES): NCNC=O.O.O.O
Energy above the lowest of the compared OMol25 structures with the same formula, charge and spin, kcal per mole: 46.9
Max |F|, eV/A: 1.8

Entry 8:
Entry from the Open Molecules 2025 dataset: C18H12N3RuS3Sb as an isolated structure (the ωB97M-V functional and the def2-TZVPD basis).

Last column: Löwdin charge in e.
Element x y z (Å)
Sb 5.073 -2.317 -0.108  0.546
Ru 1.043 -0.855 0.115  0.744
S 2.683 -2.404 0.786  -0.271
S 2.346 -1.118 2.299  -0.011
S 4.414 -2.907 -2.200  -0.236
N -0.528 0.338 0.010  -0.079
N -0.360 -2.275 0.000  -0.083
N 2.011 0.896 -0.113  -0.092
C -1.628 -1.748 0.041  -0.135
C -3.023 0.211 0.116  -0.010
C -1.305 -4.463 -0.207  -0.042
C 0.737 4.360 0.047  -0.054
C -4.049 -1.985 0.092  -0.053
C -0.600 4.089 0.123  -0.080
C -1.740 -0.313 0.069  -0.194
C 3.305 1.111 -0.206  -0.151
C -2.574 -3.969 -0.091  -0.003
C -0.247 1.684 0.023  -0.192
C -4.152 -0.624 0.144  -0.079
C 3.050 3.479 -0.135  -0.005
C -0.220 -3.581 -0.150  -0.130
C 3.871 2.391 -0.228  -0.041
C -2.770 -2.577 0.022  -0.160
C -1.099 2.776 0.107  -0.012
C 1.653 3.292 -0.048  -0.158
C 1.162 1.969 -0.053  -0.135
H 3.932 0.234 -0.257  0.018
H -5.131 -0.164 0.196  0.106
H 1.110 5.377 0.061  0.109
H 3.448 4.486 -0.132  0.119
H 0.791 -3.953 -0.206  0.063
H -4.928 -2.617 0.094  0.109
H -1.121 -5.522 -0.327  0.108
H 4.946 2.488 -0.298  0.108
H -3.437 -4.623 -0.104  0.119
H -3.195 1.271 0.132  0.075
H -1.305 4.907 0.200  0.106
H -2.164 2.654 0.185  0.075

HOMO (alpha / beta), eV: -6.811 / -6.812
Calculated total energy, eV: -64957.4964
Gap between HOMO and LUMO (alpha / beta), eV: 4.840 / 4.841
Multiplicity: 1
LUMO (alpha / beta), eV: -1.971 / -1.971
Max |F|, eV/A: 1.9